Entry from OMol25: a molecular structure, C13H13Cl5F2RuS3 (ωB97M-V/def2-TZVPD).

```
37
Properties=species:S:1:pos:R:3:forces:R:3:mulliken_charge:R:1
Ru 0.192 0.169 -0.594 0.1 -0.4 0.5 -0.16
C -0.680 -0.392 2.375 0.1 -0.1 0.1 -0.77
C -2.030 0.072 1.858 -0.1 0.0 0.0 -0.71
S -1.896 0.987 0.280 0.1 -0.1 0.2 0.02
C -3.218 0.248 -0.718 0.0 -0.1 -0.1 -0.71
C -3.029 -1.237 -0.957 0.0 0.1 0.0 -0.73
S -1.348 -1.568 -1.567 0.0 0.3 -0.4 -0.07
C -0.863 -3.034 -0.632 0.0 0.0 0.0 -0.71
C -0.759 -2.784 0.855 0.0 0.0 0.0 -0.84
S 0.322 -1.358 1.196 0.1 0.1 -0.1 0.05
H -0.810 -1.012 3.263 0.0 0.0 0.0 0.55
H -0.041 0.447 2.655 0.0 0.0 0.0 0.37
H -2.489 0.753 2.574 0.0 0.0 0.0 0.55
H -2.710 -0.764 1.712 0.0 0.0 0.0 0.38
H -3.194 0.813 -1.651 0.0 0.0 0.0 0.43
H -4.168 0.465 -0.227 0.0 0.0 0.0 0.46
H -3.732 -1.583 -1.715 0.0 0.0 0.0 0.52
H -3.199 -1.825 -0.057 0.0 0.0 0.0 0.38
H 0.101 -3.313 -1.057 0.0 0.0 0.0 0.40
H -1.565 -3.836 -0.859 0.0 0.0 0.0 0.52
H -0.308 -3.642 1.352 0.0 0.0 0.0 0.55
H -1.731 -2.610 1.315 0.0 0.0 0.0 0.40
Cl 3.418 -0.339 1.435 0.0 0.1 0.0 -0.10
C 2.956 1.136 0.720 0.1 0.1 0.3 0.84
C 1.751 1.227 -0.019 -0.4 0.3 -0.8 -0.47
C 1.567 2.427 -0.752 0.0 0.1 -0.1 1.31
Cl 0.209 2.299 -1.873 0.3 0.1 0.1 -0.12
C 2.330 3.549 -0.667 -0.2 0.0 -0.1 -0.69
Cl 1.970 4.955 -1.549 0.0 0.0 0.0 -0.12
C 3.467 3.454 0.183 0.1 0.1 0.0 0.90
Cl 4.461 4.793 0.351 0.0 -0.1 0.0 -0.05
C 3.787 2.243 0.844 0.0 -0.2 0.1 -0.20
Cl 5.205 2.157 1.778 0.0 0.0 0.0 -0.11
F 1.798 -1.781 -1.862 0.0 -0.1 -0.1 -0.24
C 1.289 -0.596 -2.264 -0.2 -0.1 0.4 -0.06
F 2.307 0.207 -2.595 0.1 0.1 0.0 -0.19
H 0.638 -0.727 -3.129 0.0 0.0 0.0 0.42
```
Forces are in eV/Å.

Properties
Total charge = +2
LUMO (alpha / beta) = -0.329 / -0.360 hartree
M = 581.78 g mol⁻¹
2S+1 = 1
DFT total energy = -116809.648 eV

Entry from OMol25: a molecular structure, C13H13Cl9N2 (ωB97M-V/def2-TZVPD).

```
37
Properties=species:S:1:pos:R:3:forces:R:3:mulliken_charge:R:1
N -3.492 -0.746 4.518 -0.6 -1.2 0.0 -0.53
C -4.360 -1.194 5.477 1.1 0.2 -1.9 -0.15
C -5.445 -2.030 5.182 0.4 1.4 0.2 -0.44
C -5.644 -2.402 3.860 0.3 0.0 0.6 -0.17
C -4.664 -2.101 2.918 -0.5 0.1 0.0 -0.48
C -3.623 -1.247 3.265 -0.5 0.0 1.4 0.09
H -4.071 -0.835 6.453 -0.5 -0.1 0.3 0.40
H -6.183 -2.178 5.957 0.0 -0.4 0.0 0.36
H -6.570 -2.909 3.630 0.1 -0.3 -0.4 0.37
H -4.794 -2.465 1.909 0.2 0.1 -0.1 0.36
H -2.873 -0.955 2.544 0.0 0.1 -0.1 0.23
N 0.651 0.657 -4.834 1.7 1.4 -0.8 -0.55
C 1.719 0.206 -4.126 -1.1 0.8 -0.3 -0.12
C 2.990 0.727 -4.254 0.3 -0.1 -0.4 -0.17
C 3.262 1.602 -5.271 -0.1 0.2 -0.6 -0.48
C 2.216 2.155 -6.033 -0.2 -0.7 1.0 -0.38
C 0.930 1.695 -5.737 0.3 -1.5 1.7 -0.15
H 1.562 -0.528 -3.349 -0.3 -0.1 -0.3 0.35
H 3.842 0.478 -3.639 -0.3 -0.6 0.3 0.38
H 4.325 1.732 -5.411 0.0 0.9 -0.4 0.37
H 2.351 2.974 -6.725 0.1 -0.2 -0.2 0.38
H 0.065 2.185 -6.160 -0.1 -0.2 -0.2 0.38
C 1.264 -3.251 3.192 0.2 0.5 -0.1 -0.08
Cl 2.168 -3.187 1.628 0.0 0.1 1.0 -0.12
Cl -0.413 -2.990 2.828 -0.7 0.4 0.0 -0.04
Cl 1.846 -2.018 4.451 -0.3 -1.4 -1.4 -0.12
H 1.276 -4.282 3.547 0.8 0.4 0.3 0.37
C 3.608 4.084 -1.233 -0.5 1.2 -0.8 0.37
Cl 3.571 5.799 -0.608 -0.1 -1.1 -0.4 -0.15
Cl 5.146 3.376 -1.031 1.2 -0.6 1.0 -0.11
Cl 3.364 4.020 -3.014 -0.8 0.4 0.5 -0.09
H 2.829 3.526 -0.713 0.2 0.3 -0.3 0.02
C 0.688 -0.035 0.226 -0.3 -0.3 0.5 0.46
Cl -0.811 0.492 1.046 0.6 0.3 -0.2 -0.15
Cl 1.838 1.253 -0.142 -0.1 0.1 0.4 -0.14
Cl 0.281 -0.850 -1.252 -0.3 -0.5 -0.3 -0.14
H 1.153 -0.756 0.898 0.1 0.3 -0.2 -0.11
```
Forces are in eV/Å.

Properties
LUMO = 0.008 hartree
M = 516.34 g mol⁻¹
2S+1 = 1
DFT total energy = -129372.082 eV

Entry from OMol25: 2 unconnected molecules or ions with the total composition C13H13ClNO3 (ωB97M-V/def2-TZVPD).

```
31
Properties=species:S:1:pos:R:3:forces:R:3:mulliken_charge:R:1
O -1.827 3.779 -1.045 0.0 1.0 0.2 -0.53
C -1.691 2.600 -1.206 0.1 -0.5 -0.2 0.17
C -1.739 1.675 -0.054 0.0 -0.4 0.4 -0.66
C -1.940 0.376 -0.232 0.1 0.4 -0.1 0.30
Cl -2.027 -0.730 1.085 0.0 -0.2 0.2 -0.18
C -2.178 -0.180 -1.596 -0.1 -0.2 -0.1 0.33
O -2.774 -1.212 -1.753 0.0 -0.4 0.0 -0.53
C -1.660 0.630 -2.722 0.0 0.0 0.0 0.65
C -1.421 0.023 -3.950 0.1 0.7 -0.2 -0.62
C -0.958 0.809 -5.005 -0.1 -0.1 0.3 -0.43
C -0.763 2.176 -4.834 -0.2 -0.1 0.4 -0.55
C -1.012 2.774 -3.600 0.0 -0.3 -0.1 -0.54
C -1.449 1.996 -2.532 0.2 -0.1 -0.7 0.32
H -1.627 2.096 0.933 -0.1 0.2 0.1 0.49
H -1.596 -1.031 -4.081 -0.1 -0.2 0.0 0.49
H -0.755 0.354 -5.961 0.0 0.0 -0.1 0.41
H -0.423 2.788 -5.653 0.1 0.0 -0.1 0.42
H -0.863 3.833 -3.463 0.0 0.1 0.1 0.48
C 2.426 -1.408 5.368 -0.2 -0.2 0.0 -1.12
C 1.968 -1.029 4.003 0.3 0.9 0.3 0.64
O 1.897 0.049 3.526 0.0 -0.3 -0.1 -0.39
N 1.514 -2.175 3.098 -0.3 0.1 -0.3 -0.13
C 2.178 -2.160 1.747 0.1 -0.2 0.0 -0.84
H 2.427 -0.517 5.988 0.1 0.0 0.0 0.34
H 1.767 -2.157 5.811 0.1 0.0 0.0 0.39
H 3.439 -1.815 5.315 0.0 0.0 0.0 0.33
H 1.600 -3.078 3.564 0.0 0.0 -0.1 0.39
H 0.521 -1.976 2.932 -0.1 -0.3 0.1 0.30
H 1.805 -3.015 1.190 0.0 0.0 0.0 0.36
H 3.253 -2.237 1.881 0.0 0.0 0.0 0.36
H 1.907 -1.238 1.246 0.0 0.1 0.1 0.35
```
Forces are in eV/Å.

Properties
Total charge = +1
LUMO = -0.143 hartree
M = 266.70 g mol⁻¹
2S+1 = 1
DFT total energy = -33839.539 eV

Entry from OMol25: a single C13H13ClSi molecule (ωB97M-V/def2-TZVPD).

```
28
Properties=species:S:1:pos:R:3:forces:R:3:mulliken_charge:R:1
C 3.244 0.977 1.355 -1.1 1.3 1.3 -0.72
C 1.916 0.799 1.377 0.5 -0.4 -1.5 -0.51
Si 0.997 -0.517 0.324 1.0 1.0 1.3 0.48
Cl 2.523 -1.773 -0.248 0.1 -0.4 -0.3 -0.35
C 0.284 0.351 -1.213 -0.8 0.2 -0.3 0.32
C 0.476 1.751 -1.395 -0.1 -1.6 -1.4 -0.49
C -0.042 2.429 -2.520 -0.5 -2.0 0.7 -0.63
C -0.825 1.719 -3.439 0.4 -1.6 2.0 -0.40
C -1.080 0.336 -3.259 1.5 0.6 -0.5 -0.61
C -0.510 -0.337 -2.184 -0.3 -0.2 0.6 -0.01
C -0.226 -1.564 1.346 -0.6 -0.8 0.9 0.40
C -1.594 -1.114 0.894 0.6 -1.6 -0.7 -0.39
C -2.505 -1.254 1.858 1.7 1.4 1.2 -0.70
C -1.784 -1.551 3.096 -0.8 -1.8 0.6 -0.32
C -0.490 -1.797 2.888 0.5 1.4 -2.2 -0.78
H 3.826 1.783 1.817 -0.9 0.2 0.1 0.27
H 3.920 0.318 0.950 1.1 -2.0 -1.2 0.27
H 1.317 1.598 1.748 -0.5 0.5 0.7 0.50
H 1.192 2.264 -0.796 0.1 0.4 0.7 0.40
H 0.206 3.451 -2.558 0.0 1.1 -0.6 0.42
H -1.342 2.082 -4.259 -0.4 1.5 -1.5 0.43
H -1.478 -0.210 -4.130 -0.4 0.2 0.9 0.31
H -0.801 -1.407 -2.072 0.7 0.8 0.0 0.37
H -0.011 -2.626 1.016 -0.3 0.9 -0.1 0.29
H -1.672 -0.894 -0.151 -0.8 0.4 -0.1 0.26
H -3.454 -0.824 1.944 -1.6 0.1 -0.5 0.42
H -2.312 -1.885 4.001 0.3 0.7 -0.2 0.36
H 0.225 -2.106 3.610 0.5 -0.3 0.3 0.44
```
Forces are in eV/Å.

Properties
LUMO = 0.024 hartree
M = 232.79 g mol⁻¹
2S+1 = 1
SMILES = C=C[Si@](Cl)(c1ccccc1)C1C=CC=C1
DFT total energy = -34090.974 eV

Entry from OMol25: a single C13H13I molecule (ωB97M-V/def2-TZVPD).

```
27
Properties=species:S:1:pos:R:3:forces:R:3:mulliken_charge:R:1
C 1.316 0.512 2.792 0.8 -0.3 1.1 -0.73
C 1.024 0.607 1.498 1.8 -0.3 0.6 -0.40
C 0.047 -0.399 0.880 0.3 0.4 -1.8 0.51
C -0.764 0.468 -0.104 -1.6 0.9 0.1 0.32
C -1.900 1.140 0.367 -0.1 -0.2 -0.3 -0.10
C -2.749 1.938 -0.437 4.6 -2.5 -0.4 -1.08
C -2.336 2.097 -1.743 0.2 -0.6 0.0 -0.41
C -1.253 1.445 -2.292 1.5 -0.3 1.7 -0.85
C -0.403 0.704 -1.462 -1.2 -1.7 1.8 0.70
C 0.627 -0.168 -1.947 0.3 1.0 -2.7 -0.61
C 1.141 -1.223 -1.313 0.0 1.9 0.0 -0.54
C 0.769 -1.525 0.068 -2.2 0.0 -0.2 -0.13
C 1.746 -2.311 0.804 1.1 -0.8 -1.3 -1.67
I -0.987 -3.103 -0.272 0.4 0.5 0.1 0.01
H 2.060 1.094 3.341 -0.1 0.4 -0.7 0.26
H 1.004 -0.270 3.490 -0.8 0.1 -0.6 0.26
H 1.721 1.329 0.918 -1.9 -1.2 0.4 0.21
H -0.576 -0.969 1.632 0.6 1.3 -0.6 0.56
H -2.159 1.014 1.409 -0.1 -0.1 0.2 0.39
H -3.512 2.335 0.080 -2.9 1.8 0.9 0.53
H -2.813 2.689 -2.432 -1.7 1.5 -1.2 0.45
H -0.933 1.544 -3.309 -0.3 0.2 -0.5 0.37
H 0.870 0.076 -3.031 0.3 -0.7 1.4 0.22
H 1.970 -1.645 -1.828 0.4 -1.2 0.0 0.39
H 1.433 -2.674 1.739 -0.8 -1.0 0.9 0.44
H 2.520 -1.643 1.067 1.4 0.9 0.1 0.49
H 2.136 -3.065 0.085 -0.1 0.1 1.1 0.42
```
Forces are in eV/Å.

Properties
LUMO = -0.011 hartree
M = 296.15 g mol⁻¹
2S+1 = 1
SMILES = C=C[C@H]1c2ccccc2C=C[C@]1(C)I
DFT total energy = -21790.466 eV

Entry from OMol25: 3 unconnected molecules or ions with the total composition C13H13IO9P2 (ωB97M-V/def2-TZVPD).

```
38
Properties=species:S:1:pos:R:3:forces:R:3:mulliken_charge:R:1
O -2.685 0.490 -4.161 -0.3 -0.2 0.3 -0.61
C -2.652 -0.021 -3.054 0.7 0.4 -0.2 0.84
C -1.464 0.039 -2.196 -0.2 0.1 -0.3 -0.74
C -1.461 -0.548 -0.997 1.3 0.2 0.5 0.29
O -0.361 -0.497 -0.185 -4.7 -2.9 -0.7 -0.43
C -2.653 -1.283 -0.490 -0.7 -0.3 0.2 0.82
O -2.606 -1.821 0.602 0.2 0.5 -0.3 -0.42
C -3.850 -1.323 -1.337 0.2 -0.1 0.3 -1.06
C -3.855 -0.734 -2.535 -1.3 -0.3 -0.3 0.39
O -4.961 -0.760 -3.333 1.3 0.4 0.3 -0.57
H -0.604 0.574 -2.577 0.0 0.0 0.0 0.50
H -0.612 -0.997 0.623 0.0 -0.1 -0.1 0.21
H -4.715 -1.845 -0.949 0.0 0.0 0.0 0.44
H -4.711 -0.268 -4.140 -0.1 -0.1 0.1 0.35
O 4.936 2.416 -2.257 -0.2 0.4 0.1 -0.61
C 3.902 2.597 -1.636 0.1 -0.9 -0.1 0.86
C 3.090 1.490 -1.121 0.3 0.2 -0.3 -0.81
C 1.954 1.728 -0.459 -0.2 -1.4 0.6 0.03
O 1.189 0.707 0.028 3.7 4.1 0.0 -0.35
C 1.471 3.119 -0.224 -0.2 0.8 0.1 1.09
O 0.420 3.300 0.369 0.2 -0.4 -0.1 -0.62
C 2.295 4.227 -0.718 -0.3 -0.1 0.2 -0.98
C 3.432 3.988 -1.376 0.4 1.4 -0.2 0.38
O 4.209 5.009 -1.839 -0.3 -1.4 0.2 -0.57
H 3.451 0.486 -1.301 0.0 0.0 0.0 0.44
H 0.429 1.138 0.461 0.2 0.0 -0.1 0.42
H 1.942 5.231 -0.525 0.0 0.0 0.0 0.42
H 4.969 4.578 -2.278 -0.1 0.1 0.1 0.35
C 1.201 -3.850 4.061 -0.2 -1.0 -0.9 -0.82
P 0.027 -2.378 4.451 0.3 0.9 0.0 0.18
O 0.096 -1.189 3.200 1.2 -1.0 0.2 -0.44
P -1.967 -3.329 4.379 0.4 -0.9 -0.3 -0.13
I -2.135 -4.562 2.212 0.0 0.3 0.5 -0.10
H 0.576 -4.826 4.066 1.0 1.5 -0.1 0.24
H 1.658 -3.751 2.999 -0.7 -0.1 1.8 0.27
H 2.024 -3.975 4.857 -1.4 0.6 -1.3 0.32
H 1.014 -0.826 3.098 -1.2 -0.5 0.3 0.31
H -2.994 -2.333 4.281 0.8 0.1 -0.4 0.13
```
Forces are in eV/Å.

Properties
LUMO = -0.058 hartree
M = 502.09 g mol⁻¹
2S+1 = 1
SMILES = O=C1C=C(O)C(=O)C=C1O.O=C1C=C(O)C(=O)C=C1O.CP(O)#[PH]I
DFT total energy = -58794.971 eV

Entry from OMol25: a single C13H13N3OS molecule (ωB97M-V/def2-TZVPD).

```
31
Properties=species:S:1:pos:R:3:forces:R:3:mulliken_charge:R:1
O 1.306 0.593 1.775 0.2 0.1 0.1 -0.62
C 0.189 0.371 1.375 0.0 -0.5 -0.2 0.33
C -0.145 -0.748 0.420 0.1 -0.2 0.0 -0.66
C -0.506 -0.213 -0.962 0.4 0.3 -0.1 -0.68
S 0.724 0.988 -1.587 -0.1 -0.2 -0.1 -0.20
C 2.169 -0.058 -1.617 -0.4 0.3 0.0 0.21
C 2.198 -1.186 -2.423 0.1 -0.1 0.0 -0.20
C 3.323 -1.991 -2.428 0.0 -0.1 -0.1 -0.53
C 4.417 -1.663 -1.645 0.1 0.0 0.0 -0.41
C 4.387 -0.526 -0.855 0.1 0.0 0.0 -0.61
C 3.263 0.280 -0.837 0.0 0.0 0.0 -0.26
N -0.840 1.191 1.795 0.2 0.6 0.4 -0.05
C -2.201 1.123 1.675 -0.7 -0.1 0.0 0.59
N -2.777 0.134 0.998 0.3 -0.1 0.0 -0.36
C -4.098 0.141 0.938 -0.3 0.3 0.1 -0.20
C -4.868 1.123 1.540 0.1 0.0 0.0 -0.59
C -4.165 2.107 2.225 -0.2 -0.2 -0.2 -0.09
N -2.850 2.111 2.298 0.4 0.2 0.1 -0.67
H -0.991 -1.321 0.803 0.1 -0.1 0.0 0.50
H 0.739 -1.386 0.351 -0.1 0.1 0.1 0.37
H -1.445 0.335 -0.934 0.0 -0.1 -0.1 0.41
H -0.589 -1.031 -1.676 -0.1 0.0 0.1 0.33
H 1.349 -1.430 -3.045 -0.1 0.0 -0.1 0.39
H 3.346 -2.873 -3.051 0.0 -0.1 0.0 0.38
H 5.294 -2.293 -1.653 0.1 0.0 0.0 0.38
H 5.238 -0.268 -0.243 0.1 0.0 0.1 0.37
H 3.218 1.157 -0.211 0.0 0.0 0.1 0.39
H -0.536 1.969 2.375 0.0 -0.2 -0.1 0.28
H -4.539 -0.677 0.382 -0.1 0.0 0.0 0.44
H -5.943 1.123 1.482 -0.1 0.0 0.0 0.38
H -4.666 2.920 2.734 -0.1 0.0 0.0 0.41
```
Forces are in eV/Å.

Properties
LUMO = 0.018 hartree
M = 259.33 g mol⁻¹
2S+1 = 1
SMILES = O=C(CCSc1ccccc1)Nc1ncccn1
DFT total energy = -31045.780 eV